The following is a quantum chemistry calculation of an isolated molecule of C4H6OS2 in a non-equilibrium geometry, from OMol25.

- HOMO level (eV) = -9.319
- largest force on an atom (eV Å⁻¹) = 2.527
- E_tot (Ha) = -1027.5766
- energy relative to the best compared isomer or geometry (same formula, charge and spin) (kcal/mol) = 34.5
- molecular weight (g/mol) = 134.22
- LUMO energy (eV) = -0.6
- SMILES string = C=C[C@H](O)C(=S)S

XYZ file:
```
13
Properties=species:S:1:pos:R:3:nbo_charge:R:1
C 1.792 0.893 0.868 -0.3648
C 0.453 0.813 0.806 -0.2064
C -0.283 -0.480 0.432 -0.0146
O 0.593 -1.569 0.514 -0.7112
C -0.946 -0.428 -1.001 -0.2928
S -0.345 -1.038 -2.370 0.0457
S -2.438 0.484 -0.813 0.1068
H 2.394 0.030 0.733 0.2160
H 2.212 1.820 1.117 0.1989
H -0.189 1.696 0.949 0.2038
H -1.062 -0.569 1.212 0.1927
H 0.640 -1.971 -0.383 0.4849
H -2.822 0.320 -2.065 0.1409
```